# 1
DFT (ωB97M-V with the def2-TZVPD basis set) results for a structure of composition C49H55N7O2S2Y.

Results
Maximum force ... 0.8 eV/Å
Energy relative to the best compared isomer or geometry (same formula, charge and spin) ... 0.0 kcal per mole
Net charge ... -1
E ... -88943.4361 eV
LUMO level ... 1.51 eV
E_HOMO ... -3.857 eV

Last column: Mulliken charge in e.
Element x y z (Å)
Y 1.150 0.957 0.169  -1.28
C -3.273 -3.937 1.462  -1.19
C -2.863 -3.669 0.012  -1.23
C -1.468 -3.138 -0.097  0.56
C -0.339 -3.837 -0.278  0.54
C -0.227 -5.319 -0.462  -1.50
C -0.307 -5.744 -1.929  -0.62
C 0.786 -2.873 -0.287  0.49
C 2.060 -3.276 -0.565  -1.28
C 3.127 -2.296 -0.933  1.36
C 2.967 -1.810 -2.378  -0.08
C 3.226 -2.430 -3.703  -1.24
C 2.257 -3.565 -4.040  -1.07
C 2.279 -0.735 -1.975  -0.05
C 2.800 -0.952 -0.474  -1.15
C 3.141 -1.231 0.957  1.76
C 3.191 -0.287 2.113  -1.25
N 2.160 0.572 2.116  0.58
C 1.924 0.991 3.382  -1.05
C 0.653 1.601 3.663  -0.54
C -0.455 1.447 2.874  0.36
N -0.452 0.642 1.725  -0.08
C -1.697 0.286 1.454  0.95
C -2.001 -0.803 0.593  -1.07
C -1.069 -1.733 0.140  0.29
N 0.269 -1.581 -0.028  0.28
C -2.618 1.013 2.327  0.20
C -1.848 1.729 3.194  0.63
C -2.276 2.684 4.259  -1.10
C -2.068 4.135 3.813  -1.11
C -4.106 0.942 2.210  -1.21
C -4.609 1.601 0.922  -0.93
C 2.897 0.426 4.226  1.09
C 3.687 -0.421 3.416  0.66
C 4.835 -1.277 3.853  -1.12
C 6.176 -0.544 3.786  -1.28
C 2.990 0.569 5.714  -1.19
C 2.131 -0.457 6.458  -1.10
N 4.136 -1.466 -0.183  -1.37
C 1.037 -0.140 -2.621  0.25
C 1.294 2.273 -3.196  -1.63
H -4.303 -4.294 1.521  0.42
H -3.186 -3.032 2.063  0.23
H -2.624 -4.692 1.911  0.32
H -3.562 -2.963 -0.445  0.27
H -2.945 -4.592 -0.567  0.49
H -1.033 -5.804 0.096  0.41
H 0.704 -5.678 -0.018  0.53
H -1.255 -5.428 -2.368  0.29
H -0.229 -6.828 -2.030  0.42
H 0.490 -5.287 -2.514  -0.17
H 2.219 -4.335 -0.731  0.35
H 4.252 -2.811 -3.717  0.48
H 3.161 -1.652 -4.467  0.25
H 2.282 -4.332 -3.266  0.23
H 2.531 -4.030 -4.989  0.43
H 1.239 -3.189 -4.133  0.20
H 2.716 -2.171 1.306  0.64
H 0.524 2.111 4.613  0.44
H -3.042 -1.097 0.548  0.64
H -1.699 2.498 5.169  0.35
H -3.324 2.517 4.516  0.38
H -1.014 4.327 3.607  0.28
H -2.406 4.836 4.579  0.47
H -2.622 4.336 2.894  0.23
H -4.570 1.421 3.075  0.34
H -4.427 -0.106 2.232  0.32
H -4.359 2.663 0.912  0.35
H -5.692 1.498 0.819  0.47
H -4.134 1.151 0.048  0.02
H 4.884 -2.170 3.222  0.35
H 4.665 -1.636 4.874  0.29
H 6.375 -0.215 2.765  0.30
H 7.001 -1.182 4.113  0.43
H 6.159 0.347 4.417  0.29
H 2.688 1.579 6.008  0.45
H 4.032 0.464 6.027  0.35
H 1.081 -0.348 6.183  0.24
H 2.218 -0.345 7.542  0.41
H 2.431 -1.473 6.193  0.28
H 0.275 0.159 -1.887  0.52
H 0.560 -1.012 -3.064  0.46
H 2.157 2.336 -2.529  0.00
H -0.833 2.344 -2.858  -0.35
H 1.536 2.864 -4.076  0.55
C -5.206 1.904 -3.495  -1.23
C -3.833 1.534 -3.982  0.98
C -3.264 0.314 -3.617  -0.59
C -1.989 -0.028 -4.027  0.30
C -1.257 0.866 -4.801  -0.59
C -1.817 2.066 -5.205  -0.59
C -3.102 2.391 -4.797  -0.74
S 0.467 0.568 -5.082  1.47
O 0.640 -0.834 -5.345  -0.65
O 0.925 1.548 -6.022  -0.80
N 1.186 0.877 -3.644  0.51
C 0.060 2.865 -2.471  1.98
C -0.039 4.332 -2.823  -1.23
C -0.458 5.235 -1.926  -0.46
C -0.725 4.856 -0.565  -1.43
C -0.340 3.601 -0.202  -0.07
N 0.120 2.628 -1.017  0.71
H -5.269 1.804 -2.410  0.12
H -5.965 1.251 -3.931  0.34
H -5.452 2.932 -3.755  0.36
H -3.819 -0.371 -2.985  0.42
H -1.561 -0.977 -3.732  0.41
H -1.228 2.756 -5.795  0.46
H -3.527 3.343 -5.089  0.30
H 0.222 4.630 -3.833  0.35
H -0.538 6.278 -2.217  0.38
H -1.018 5.577 0.184  0.42
H -0.355 3.341 0.858  0.22
S 3.580 2.407 -0.265  -0.40
C 2.857 3.325 0.936  0.69
N 2.287 3.887 1.777  -0.57


# 2
DFT (ωB97M-V with the def2-TZVPD basis set) results for a structure of composition CH2F2N2 at a distorted geometry.

Results
Maximum force ... 6.3 eV/Å
Energy relative to the best compared isomer or geometry (same formula, charge and spin) ... 104.0 kcal per mole
⟨S²⟩ ... 2.011
E ... -9475.9647 eV
LUMO level (alpha / beta) ... 0.75 / -3.04 eV
Spin multiplicity ... 3
E_HOMO (alpha / beta) ... -7.816 / -9.972 eV

Last column: Mulliken spin population.
Element x y z (Å)
C 1.308 0.755 0.815  0.86
N -1.336 -0.275 -0.398  0.97
N 0.450 0.017 0.193  0.17
F 1.013 2.019 1.159  0.08
F 0.951 -1.215 -0.104  0.00
H -1.261 -1.288 -0.316  -0.04
H -1.125 -0.013 -1.349  -0.05


Q: What is the maximum force in the first record?
A: 0.8 eV/Å